Record 1
BF4Tl as an isolated structure, computed with wB97M-V/def2-TZVPD.

Each line ends with the Löwdin charge.
Cartesian coordinates (Å):
Tl1 -1.62063 2.35411 -0.29150  1.665
B1 0.33299 -0.51851 0.06757  -1.294
F1 1.67722 -0.43826 0.24945  0.516
F2 -0.07421 -1.74605 -0.01343  0.549
F3 -0.26509 0.15023 1.08312  0.326
F4 -0.05030 0.19848 -1.09522  0.239

Cartesian forces (eV/Å) of the 3 atoms listed first:
0.379 -0.217 -0.244
0.881 1.698 -0.230
1.069 -0.068 -0.076

Summary:
Net charge   +2
HOMO   -23.90 eV
HOMO-LUMO gap   4.2 eV
Lowest unoccupied orbital energy   -19.7125 eV
Spin multiplicity   1



Record 2
C7H7O6STm as an isolated structure, computed with wB97M-V/def2-TZVPD.

Each line ends with the Löwdin charge.
Cartesian coordinates (Å):
O1 -0.42602 -0.77645 -4.25727  0.030
C1 0.41952 -0.14241 -3.81646  0.014
Tm1 0.43419 0.97090 1.05800  1.448
O2 -1.78902 -1.34889 -0.46256  0.200
C2 -1.13205 -0.55540 0.06046  -0.083
C3 0.17493 -1.03380 2.37361  -0.046
O3 0.01717 -2.03051 2.93153  0.212
C4 2.57336 -0.19427 0.12489  -0.256
O4 3.69199 -0.62889 0.05978  0.209
C5 1.30006 -1.14125 0.00439  -0.370
O5 1.17672 -2.18933 -0.53444  0.158
H1 2.23707 1.00611 0.24624  0.078
C6 -3.22861 3.17309 -0.35746  -0.201
S1 -1.58769 3.80533 0.02575  1.056
C7 -1.96917 4.58543 1.60022  -0.206
O6 -0.84082 2.49729 0.50468  -0.742
H2 -3.83161 4.01238 -0.72257  0.092
H3 -3.67812 2.73463 0.54149  0.081
H4 -3.13302 2.42180 -1.14856  0.078
H5 -2.59195 3.91876 2.20840  0.081
H6 -1.02310 4.79744 2.11045  0.076
H7 -2.49197 5.52499 1.39190  0.092

Cartesian forces (eV/Å) of the 3 atoms listed first:
2.075 1.541 1.009
-2.082 -1.543 -0.932
-1.603 -0.686 0.044

Summary:
Net charge   +2
HOMO (spin up / spin down)   -15.35 / -15.38 eV
Expectation value of S²   2.39
HOMO-LUMO gap (spin up / spin down)   5.8 / 5.9 eV
Lowest unoccupied orbital energy (spin up / spin down)   -9.5060 / -9.4354 eV
Spin multiplicity   3



Record 3
One molecule with the formula C18H18N4O3S, computed with wB97M-V/def2-TZVPD.

Each line ends with the Löwdin charge.
Cartesian coordinates (Å):
O1 -1.83687 -0.55385 5.07587  0.054
C1 -1.32088 -0.53673 3.97424  -0.531
C2 0.12064 -0.99257 3.78682  -0.320
S1 1.26283 0.36536 3.33959  1.026
C3 1.86866 -0.26310 1.85290  -0.696
N1 1.47604 -1.32134 1.21160  0.046
N2 2.22158 -1.38476 0.08783  0.120
C4 3.00973 -0.36347 0.09111  -0.350
C5 4.01976 0.00998 -0.93679  -0.107
O2 3.74440 -0.54297 -2.19685  -0.003
C6 2.52368 -0.40043 -2.77990  -0.192
C7 2.32915 -1.14754 -3.92413  0.007
C8 1.13160 -1.09481 -4.63856  -0.071
C9 0.10195 -0.29856 -4.21600  -0.046
C10 0.25506 0.48381 -3.05879  -0.146
C11 -0.76565 1.33121 -2.57550  -0.009
C12 -0.55502 2.08403 -1.45417  -0.058
C13 0.68951 1.98219 -0.81216  -0.119
N3 1.65353 1.21089 -1.22750  0.107
C14 1.47876 0.45219 -2.32843  -0.134
O3 2.85722 0.39143 1.20807  0.077
N4 -1.98677 -0.15330 2.87403  -0.053
C15 -1.51261 -0.14878 1.50256  -0.157
C16 -2.74812 0.20522 0.66950  -0.164
C17 -3.91456 -0.22032 1.55909  -0.160
C18 -3.40635 0.15079 2.94593  -0.136
H1 0.46670 -1.38968 4.74088  0.087
H2 0.21471 -1.73765 2.99880  0.071
H3 4.99905 -0.40084 -0.66135  0.144
H4 4.08487 1.10435 -0.97364  0.137
H5 3.13481 -1.78380 -4.25373  0.121
H6 1.02564 -1.69745 -5.52787  0.107
H7 -0.83114 -0.25528 -4.75782  0.110
H8 -1.70539 1.37319 -3.10876  0.118
H9 -1.31066 2.74907 -1.06614  0.103
H10 0.90541 2.56276 0.07708  0.118
H11 -0.71670 0.58869 1.36547  0.086
H12 -1.11313 -1.12999 1.22623  0.119
H13 -2.74173 -0.29598 -0.29587  0.110
H14 -2.78995 1.28147 0.50099  0.102
H15 -4.84373 0.28495 1.30644  0.110
H16 -4.06838 -1.29759 1.49204  0.117
H17 -3.85802 -0.41916 3.75864  0.123
H18 -3.54962 1.21831 3.14824  0.131

Cartesian forces (eV/Å) of the 3 atoms listed first:
-0.021 -0.037 0.423
0.334 -0.022 -0.154
0.206 0.127 0.087

Summary:
Structure (SMILES)   O=C(CSc1nnc(COc2cccc3cccnc23)o1)N1CCCC1
Net charge   0
HOMO   -8.38 eV
HOMO-LUMO gap   8.4 eV
Lowest unoccupied orbital energy   0.0240 eV
Spin multiplicity   1



Record 4
A 8-piece molecular cluster, H18NO7 overall, computed with wB97M-V/def2-TZVPD.

Each line ends with the Löwdin charge.
Cartesian coordinates (Å):
N1 -1.06090 -1.64358 0.55379  0.291
H1 -0.34548 -1.24589 -0.10269  0.098
H2 -0.67366 -2.02721 1.39765  0.117
H3 -1.62579 -0.96964 0.93186  0.080
H4 -1.72406 -2.23398 0.00960  0.157
H5 -0.25404 0.03044 -2.53469  0.036
H6 -1.03172 0.42370 -3.81795  0.048
O1 -0.79009 0.71878 -2.95044  -0.031
H7 -0.79634 -0.64983 4.28072  -0.016
H8 0.40547 -1.45596 4.00196  0.067
O2 -0.30088 -0.93304 3.59156  -0.007
H9 -2.87432 0.15134 -1.74880  0.046
H10 -3.54529 -0.71198 -0.60185  0.049
O3 -2.78258 -0.59780 -1.15764  -0.042
H11 0.95725 2.74295 0.24040  -0.033
H12 1.66003 3.20634 1.42072  0.128
O4 1.05615 2.40452 1.12646  -0.104
H13 1.59057 -1.33616 -0.33666  -0.049
H14 1.78129 -2.35061 -1.39594  0.081
O5 1.11078 -1.92696 -0.85458  -0.041
H15 2.80764 -0.47547 1.54029  0.117
H16 1.48267 0.42721 0.97919  0.085
O6 1.84854 -0.53047 1.19781  -0.131
H17 0.84235 2.36391 -2.28749  0.044
H18 1.00104 3.72418 -1.89395  0.026
O7 1.26138 2.89525 -1.58932  -0.018

Cartesian forces (eV/Å) of the 3 atoms listed first:
0.392 -1.314 -1.520
-0.612 -0.747 0.650
0.879 -0.971 0.200

Summary:
Net charge   +1
HOMO   -14.23 eV
HOMO-LUMO gap   11.4 eV
Lowest unoccupied orbital energy   -2.8727 eV
Spin multiplicity   1



What DFT total energy values result from the calculations? In sequence: -595.8442, -2204.9792, -1539.6364, -591.9870 Ha.
What relative energy (zero: lowest compared OMol25 entry of this formula, charge and spin) values result from the calculations? In sequence: 13.3, 0.0, 54.7, 59.7 kcal per mole.